--- w ---
{"formula": "C12H15N", "method": "ωB97M-V/def2-TZVPD", "species": ["C", "C", "C", "C", "C", "C", "N", "C", "C", "C", "C", "C", "C", "H", "H", "H", "H", "H", "H", "H", "H", "H", "H", "H", "H", "H", "H", "H"], "positions_angstrom": [[-0.781, -1.638, 0.710], [0.271, -0.697, 0.166], [0.162, -0.254, -1.154], [-0.890, -0.557, -2.155], [-0.612, -0.187, -3.540], [-1.457, 0.704, -2.710], [-2.930, 0.619, -2.920], [1.132, -0.132, 1.291], [1.265, -0.868, 2.480], [1.694, -0.329, 3.683], [2.093, 1.052, 3.706], [2.099, 1.696, 2.507], [1.669, 1.082, 1.223], [-1.162, -1.389, 1.667], [-0.344, -2.670, 0.892], [-1.652, -1.671, 0.130], [0.979, 0.471, -1.389], [-1.564, -1.390, -2.182], [0.488, -0.057, -3.746], [-1.191, -0.656, -4.302], [-1.054, 1.629, -2.216], [-3.322, 1.512, -2.850], [-3.127, 0.389, -3.852], [0.998, -1.912, 2.516], [1.527, -0.936, 4.558], [2.276, 1.627, 4.649], [2.143, 2.792, 2.493], [1.291, 1.769, 0.346]], "mulliken_charge": [-1.818, 0.627, -0.865, 0.204, -0.908, 0.201, -0.648, 0.582, -0.486, -0.406, -0.394, -0.371, -0.388, 0.500, 0.295, 0.438, 0.380, 0.385, 0.225, 0.287, 0.270, 0.234, 0.210, 0.309, 0.360, 0.325, 0.293, 0.159], "orbital_gap_ev": 8.919, "homo_ev": -8.0, "lumo_energy_ha": 0.035, "charge": 0, "spin_multiplicity": 1}

***

--- x ---
{"formula": "C12H15N", "method": "ωB97M-V/def2-TZVPD", "species": ["C", "N", "C", "C", "C", "C", "C", "C", "C", "C", "C", "C", "C", "H", "H", "H", "H", "H", "H", "H", "H", "H", "H", "H", "H", "H", "H", "H"], "positions_angstrom": [[1.936, 1.890, 1.101], [0.529, 2.071, 0.792], [-0.164, 1.010, 1.265], [-1.686, 0.766, 0.811], [-1.726, -0.776, 0.461], [-0.754, -1.115, 1.688], [0.525, -0.331, 1.000], [0.516, -0.846, -0.492], [1.451, -1.082, -1.388], [0.912, -1.227, -2.702], [-0.388, -1.212, -3.059], [-1.372, -1.184, -1.990], [-0.885, -1.077, -0.669], [2.420, 2.769, 0.701], [2.486, 1.028, 0.316], [2.216, 1.747, 2.144], [0.164, 3.103, 0.689], [-0.311, 1.073, 2.328], [-1.674, 1.495, -0.097], [-2.588, 0.840, 1.598], [-2.740, -1.279, 0.286], [-1.029, -0.659, 2.651], [-0.421, -2.135, 1.687], [1.498, -0.418, 1.643], [2.525, -0.986, -1.186], [1.779, -1.011, -3.435], [-0.764, -1.198, -3.995], [-2.455, -1.255, -2.148]], "mulliken_charge": [-0.729, -0.169, -0.550, -0.661, -0.349, -1.084, -0.148, 0.437, -0.610, -0.338, -0.885, -0.702, 0.565, 0.382, 0.091, 0.257, 0.322, 0.218, 0.336, 0.236, 0.407, 0.428, 0.424, 0.582, 0.442, 0.184, 0.542, 0.374], "orbital_gap_ev": 9.242, "homo_ev": -8.3, "lumo_energy_ha": 0.035, "charge": 0, "spin_multiplicity": 1}

***

Which is most stable, and by how much? w, by 21.1 kcal/mol.

***

--- w ---
{"formula": "C12H15N", "method": "ωB97M-V/def2-TZVPD", "species": ["C", "C", "C", "C", "C", "C", "C", "C", "C", "C", "C", "C", "N", "H", "H", "H", "H", "H", "H", "H", "H", "H", "H", "H", "H", "H", "H", "H"], "positions_angstrom": [[-3.271, 0.930, 0.244], [-2.056, 1.491, 0.206], [-3.400, -0.440, 0.163], [-0.906, 0.725, 0.066], [-1.132, -0.705, -0.119], [0.114, -1.494, -0.234], [1.289, -0.898, -0.004], [0.491, 1.203, -0.040], [0.101, -2.982, -0.081], [2.702, -1.067, 0.187], [1.115, 2.012, 1.092], [0.979, 1.447, -1.492], [-2.327, -1.250, -0.016], [-4.097, 1.640, 0.341], [-1.848, 2.490, 0.289], [-4.306, -1.005, 0.261], [-0.460, -3.231, 0.808], [1.162, -3.233, -0.189], [-0.508, -3.270, -0.991], [3.301, -0.640, -0.584], [3.135, -2.036, 0.324], [3.051, -0.583, 1.197], [0.420, 2.072, 1.955], [1.408, 2.955, 0.777], [1.999, 1.505, 1.502], [0.620, 0.607, -2.098], [1.976, 1.567, -1.558], [0.448, 2.191, -2.006]], "mulliken_charge": [-0.526, -0.545, -0.425, 0.278, 0.128, 0.714, 0.139, 1.000, -1.269, -1.491, -1.406, -1.570, -0.624, 0.347, 0.574, 0.446, 0.299, 0.378, 0.251, 0.312, 0.458, 0.225, 0.335, 0.446, 0.230, 0.425, 0.467, 0.403], "orbital_gap_ev": 8.665, "homo_ev": -7.9, "lumo_energy_ha": 0.030, "charge": 0, "spin_multiplicity": 1}

***

--- x ---
{"formula": "C12H15N", "method": "ωB97M-V/def2-TZVPD", "species": ["N", "C", "C", "C", "C", "C", "C", "C", "C", "C", "C", "C", "C", "H", "H", "H", "H", "H", "H", "H", "H", "H", "H", "H", "H", "H", "H", "H"], "positions_angstrom": [[-3.003, -0.280, -1.056], [-1.529, -0.174, -1.107], [-1.385, 1.058, -0.182], [-1.339, 0.415, 1.286], [-1.172, -1.140, 1.169], [-0.636, -1.212, -0.335], [0.885, -0.545, -0.270], [1.704, -1.502, 0.015], [3.025, -1.141, -0.149], [3.404, 0.199, -0.229], [2.435, 1.285, -0.274], [1.080, 0.848, -0.245], [-0.082, 1.911, -0.022], [-3.037, -0.977, -1.764], [-3.283, -0.903, -0.177], [-1.099, 0.038, -2.150], [-2.208, 1.741, -0.238], [-2.316, 0.638, 1.826], [-0.508, 0.770, 1.806], [-2.260, -1.587, 1.351], [-0.552, -1.146, 2.113], [-0.685, -2.035, -0.925], [1.485, -2.438, -0.239], [3.863, -1.770, -0.230], [4.497, 0.296, -0.307], [2.678, 2.399, -0.216], [0.261, 2.915, -0.665], [-0.223, 2.341, 1.214]], "mulliken_charge": [-0.758, -0.512, -0.021, -1.345, -0.827, -0.416, 0.355, -0.818, -0.570, -0.350, -0.768, 1.021, -1.361, 0.302, 0.355, 0.530, 0.694, 0.276, 0.769, 0.251, 0.314, 0.768, 0.467, 0.436, 0.291, 0.333, 0.353, 0.231], "orbital_gap_ev": 9.677, "homo_ev": -8.7, "lumo_energy_ha": 0.035, "charge": 0, "spin_multiplicity": 1}

***

Which is most stable, and by how much? w, by 30.4 kcal/mol.

***

--- w ---
{"formula": "C7H13O", "method": "ωB97M-V/def2-TZVPD", "species": ["C", "O", "C", "C", "C", "C", "C", "C", "H", "H", "H", "H", "H", "H", "H", "H", "H", "H", "H", "H", "H"], "positions_angstrom": [[-3.152, 0.010, -0.251], [-4.049, -0.953, -0.674], [-1.715, -0.457, -0.360], [-0.633, 0.605, -0.575], [0.768, 0.594, -0.486], [1.656, 1.685, -0.347], [1.286, -0.769, -0.311], [1.628, -1.029, 1.111], [-3.260, 0.241, 0.901], [-3.297, 1.034, -0.711], [-1.816, -1.230, -1.160], [-1.482, -0.954, 0.613], [3.253, 1.035, 1.135], [-1.063, 1.574, -0.840], [1.290, 2.698, -0.403], [2.627, 1.388, -0.456], [0.621, -1.576, -0.612], [2.178, -0.746, -0.977], [1.896, 0.122, 1.525], [0.808, -1.590, 1.561], [2.456, -1.683, 1.317]], "mulliken_charge": [-0.416, -0.877, -0.158, -0.222, 0.757, -1.679, -0.530, -1.000, 0.072, 0.107, 0.250, 0.149, 0.123, 0.254, 0.235, 0.595, 0.353, 0.346, 0.090, 0.290, 0.259], "orbital_gap_ev": 4.296, "homo_ev": -2.7, "lumo_energy_ha": 0.057, "charge": -1, "spin_multiplicity": 1}

***

--- x ---
{"formula": "C7H13O", "method": "ωB97M-V/def2-TZVPD", "species": ["C", "C", "C", "C", "C", "C", "C", "O", "H", "H", "H", "H", "H", "H", "H", "H", "H", "H", "H", "H", "H"], "positions_angstrom": [[-0.044, -1.890, 0.088], [-0.441, -0.748, -0.463], [-1.909, -0.388, -0.446], [-2.379, 0.382, 0.828], [0.484, 0.286, -1.073], [1.262, 1.072, 0.009], [2.671, 0.437, 0.368], [3.223, 0.952, 1.462], [-0.721, -2.522, 0.663], [0.989, -2.221, 0.118], [-2.153, 0.198, -1.325], [-2.536, -1.282, -0.547], [-1.497, 0.737, 1.346], [-2.961, 1.258, 0.533], [-2.992, -0.238, 1.481], [1.262, -0.211, -1.667], [-0.101, 0.910, -1.753], [1.441, 2.081, -0.391], [0.695, 1.210, 0.929], [2.458, -0.662, 0.419], [3.250, 0.641, -0.579]], "mulliken_charge": [-1.014, 0.662, -0.889, -0.940, -0.919, -0.346, -0.092, -0.888, 0.260, 0.367, 0.348, 0.439, 0.297, 0.254, 0.288, 0.431, 0.338, 0.351, 0.053, -0.150, 0.152], "orbital_gap_ev": 5.823, "homo_ev": -2.2, "lumo_energy_ha": 0.132, "charge": -1, "spin_multiplicity": 1}

***

--- y ---
{"formula": "C7H13O", "method": "ωB97M-V/def2-TZVPD", "species": ["C", "C", "C", "C", "C", "C", "C", "O", "H", "H", "H", "H", "H", "H", "H", "H", "H", "H", "H", "H", "H"], "positions_angstrom": [[-0.606, 0.245, 4.035], [0.003, -0.118, 2.921], [-0.282, 0.391, 1.541], [0.628, 1.182, 0.601], [0.932, 0.267, -0.708], [-0.343, -0.046, -1.502], [-0.029, -1.103, -2.743], [-0.194, -0.618, -3.927], [-0.386, -0.260, 4.992], [-1.417, 0.952, 4.054], [0.779, -0.867, 2.829], [-1.239, 1.007, 1.516], [-0.627, -0.515, 1.031], [1.570, 1.451, 1.107], [0.154, 2.036, 0.155], [1.751, 0.723, -1.244], [1.169, -0.677, -0.254], [-0.756, 0.810, -2.039], [-1.076, -0.594, -0.909], [1.034, -1.571, -2.406], [-0.656, -1.963, -2.404]], "mulliken_charge": [-0.710, -0.188, -0.433, -0.526, -0.886, -0.323, -0.276, -0.839, 0.227, 0.289, 0.244, 0.214, 0.188, 0.304, 0.374, 0.364, 0.337, 0.140, 0.315, 0.079, 0.105], "orbital_gap_ev": 5.653, "homo_ev": -2.3, "lumo_energy_ha": 0.122, "charge": -1, "spin_multiplicity": 1}

***

Which is most stable, and by how much? x, by 22.6 kcal/mol.

***

--- w ---
{"formula": "H24O12", "method": "ωB97M-V/def2-TZVPD", "species": ["O", "H", "H", "O", "H", "H", "O", "H", "H", "O", "H", "H", "O", "H", "H", "O", "H", "H", "O", "H", "H", "O", "H", "H", "O", "H", "H", "O", "H", "H", "O", "H", "H", "O", "H", "H"], "positions_angstrom": [[0.864, -0.179, 0.819], [0.281, -0.895, 1.083], [0.411, 0.487, 0.343], [-1.286, 0.048, -2.420], [-0.870, 0.542, -1.711], [-0.438, -0.480, -2.719], [-0.651, -4.017, 0.835], [-0.134, -4.006, 1.634], [-0.927, -3.084, 0.685], [0.838, 4.909, -0.105], [0.326, 4.996, -0.925], [1.169, 5.804, -0.005], [3.833, -0.617, 0.477], [4.504, -0.916, -0.081], [3.160, -0.130, -0.122], [-4.568, 0.879, 1.764], [-5.131, 0.193, 1.364], [-3.968, 1.046, 0.982], [1.376, -0.501, 4.167], [2.053, 0.171, 4.403], [1.751, -1.362, 4.370], [-2.495, 0.959, -0.957], [-3.404, 1.013, -1.324], [-2.327, 0.082, -1.141], [1.223, -0.508, -3.085], [1.725, -0.803, -3.853], [1.418, 0.429, -3.036], [3.282, -2.595, -1.034], [3.923, -2.185, -1.730], [3.620, -2.368, -0.177], [1.372, 2.872, 0.653], [0.966, 3.397, 1.364], [0.942, 1.994, 0.827], [-4.403, -1.942, -0.166], [-3.501, -1.630, -0.207], [-4.934, -1.605, -0.972]], "mulliken_charge": [-0.399, 0.171, 0.298, -0.675, 0.224, 0.430, -0.611, 0.318, 0.298, -0.501, 0.265, 0.268, -0.679, 0.261, 0.362, -0.647, 0.334, 0.332, -0.618, 0.313, 0.304, -0.622, 0.307, 0.352, -0.628, 0.283, 0.323, -0.613, 0.281, 0.380, -0.619, 0.335, 0.201, -0.633, 0.264, 0.342], "orbital_gap_ev": 10.516, "homo_ev": -10.7, "lumo_energy_ha": -0.005, "charge": 0, "spin_multiplicity": 1}

***

--- x ---
{"formula": "H24O12", "method": "ωB97M-V/def2-TZVPD", "species": ["O", "H", "H", "O", "H", "H", "O", "H", "H", "O", "H", "H", "O", "H", "H", "O", "H", "H", "O", "H", "H", "O", "H", "H", "O", "H", "H", "O", "H", "H", "O", "H", "H", "O", "H", "H"], "positions_angstrom": [[3.632, 0.582, 1.371], [4.279, 1.102, 1.846], [3.158, 1.219, 0.836], [2.747, -1.560, -0.423], [3.044, -0.805, -0.930], [2.426, -1.187, 0.398], [-1.567, -0.918, -2.154], [-0.671, -0.883, -1.817], [-1.486, -1.346, -3.006], [1.284, 0.082, -3.103], [0.689, 0.583, -2.545], [2.059, 0.638, -3.188], [0.264, 0.008, -0.135], [0.399, 0.661, 0.551], [-0.677, -0.167, -0.118], [2.509, 2.428, -0.112], [1.708, 2.525, 0.403], [2.255, 2.677, -1.000], [-0.105, 2.712, 1.217], [-1.023, 2.440, 1.240], [-0.136, 3.667, 1.280], [-1.520, 0.370, 3.537], [-1.523, 0.497, 4.486], [-0.760, 0.865, 3.231], [-2.437, -0.727, 1.192], [-2.289, -0.304, 2.038], [-3.385, -0.692, 1.068], [-3.133, 1.263, -1.182], [-2.401, 0.650, -1.248], [-3.703, 1.036, -1.917], [-1.717, -3.221, 0.420], [-2.197, -3.334, -0.401], [-1.947, -2.339, 0.713], [0.661, -2.992, -1.199], [1.421, -2.467, -0.949], [0.142, -3.061, -0.398]], "mulliken_charge": [-0.627, 0.286, 0.428, -0.666, 0.294, 0.264, -0.620, 0.254, 0.316, -0.604, 0.291, 0.290, -0.171, 0.184, 0.098, -0.697, 0.292, 0.305, -0.636, 0.295, 0.265, -0.641, 0.288, 0.294, -0.614, 0.306, 0.312, -0.668, 0.433, 0.289, -0.704, 0.315, 0.436, -0.673, 0.483, 0.303], "orbital_gap_ev": 9.066, "homo_ev": -9.4, "lumo_energy_ha": -0.013, "charge": 0, "spin_multiplicity": 1}

***

--- y ---
{"formula": "H24O12", "method": "ωB97M-V/def2-TZVPD", "species": ["O", "H", "H", "O", "H", "H", "O", "H", "H", "O", "H", "H", "O", "H", "H", "O", "H", "H", "O", "H", "H", "O", "H", "H", "O", "H", "H", "O", "H", "H", "O", "H", "H", "O", "H", "H"], "positions_angstrom": [[2.766, 0.047, 1.153], [2.364, 0.791, 0.641], [3.067, -0.611, 0.368], [-2.323, -3.464, -1.368], [-2.463, -2.868, -0.740], [-1.969, -2.763, -1.854], [5.094, -1.259, -1.351], [4.092, -1.132, -1.520], [5.104, -0.593, -0.591], [-0.509, -1.679, -1.992], [0.057, -2.117, -2.451], [-0.332, -0.806, -2.106], [-0.654, -2.088, 1.751], [-0.166, -2.242, 2.602], [-0.271, -2.551, 1.103], [-0.383, 3.283, 2.378], [0.430, 3.602, 1.987], [-1.031, 3.956, 1.963], [-3.709, -1.557, 1.111], [-2.853, -1.650, 1.788], [-4.191, -2.407, 1.376], [1.816, 2.723, -0.208], [0.852, 2.543, -0.434], [2.329, 3.201, -0.746], [-1.721, 1.436, -0.784], [-2.198, 1.653, -0.076], [-1.943, 0.414, -0.938], [-2.017, 0.324, 3.552], [-2.515, -0.436, 4.076], [-1.856, -0.194, 2.683], [-0.289, 3.503, -1.938], [-1.088, 3.318, -1.278], [-0.986, 3.611, -2.626], [2.046, -1.168, -2.122], [2.747, -1.357, -2.782], [1.869, -2.181, -1.904]], "mulliken_charge": [-0.634, 0.378, 0.217, -0.603, 0.272, 0.404, -0.627, 0.342, 0.390, -0.538, 0.211, 0.245, -0.487, 0.304, 0.237, -0.625, 0.314, 0.308, -0.632, 0.247, 0.306, -0.600, 0.409, 0.216, -0.532, 0.286, 0.271, -0.629, 0.352, 0.297, -0.636, 0.296, 0.296, -0.722, 0.311, 0.353], "orbital_gap_ev": 10.713, "homo_ev": -11.0, "lumo_energy_ha": -0.010, "charge": 0, "spin_multiplicity": 1}

***

--- z ---
{"formula": "H24O12", "method": "ωB97M-V/def2-TZVPD", "species": ["O", "H", "H", "O", "H", "H", "O", "H", "H", "O", "H", "H", "O", "H", "H", "O", "H", "H", "O", "H", "H", "O", "H", "H", "O", "H", "H", "O", "H", "H", "O", "H", "H", "O", "H", "H"], "positions_angstrom": [[-2.438, -2.990, 0.546], [-2.192, -2.088, 0.336], [-3.144, -2.904, 1.186], [1.492, -0.840, 2.595], [2.157, -0.431, 2.041], [1.146, -0.122, 3.125], [-2.269, -0.565, 2.786], [-2.253, 0.084, 2.083], [-3.099, -1.027, 2.668], [-2.208, -0.874, -2.032], [-2.332, -1.818, -2.129], [-1.269, -0.769, -1.879], [-1.251, 2.554, 1.201], [-1.778, 1.881, 0.769], [-1.219, 3.274, 0.572], [-2.847, 0.436, 0.339], [-3.492, 1.131, 0.208], [-2.673, 0.101, -0.541], [0.151, -2.582, -3.572], [0.051, -2.182, -2.709], [-0.702, -2.977, -3.754], [3.027, 1.162, 1.035], [3.080, 0.816, 0.144], [3.938, 1.294, 1.296], [3.153, 0.242, -1.465], [3.001, -0.657, -1.758], [4.023, 0.459, -1.798], [0.540, 1.618, 3.361], [-0.053, 1.581, 2.611], [0.784, 2.541, 3.429], [2.386, 1.181, -3.730], [2.363, 0.645, -2.937], [2.710, 2.032, -3.435], [0.194, -0.184, -0.505], [1.144, -0.074, -0.454], [-0.122, 0.054, 0.366]], "mulliken_charge": [-0.632, 0.367, 0.293, -0.643, 0.309, 0.342, -0.613, 0.386, 0.242, -0.639, 0.299, 0.259, -0.626, 0.351, 0.326, -0.645, 0.267, 0.316, -0.609, 0.291, 0.312, -0.613, 0.393, 0.304, -0.861, 0.332, 0.333, -0.629, 0.361, 0.272, -0.661, 0.447, 0.280, -0.481, 0.214, 0.355], "orbital_gap_ev": 9.913, "homo_ev": -10.2, "lumo_energy_ha": -0.009, "charge": 0, "spin_multiplicity": 1}

***

Which is most stable, and by how much? x, by 13.1 kcal/mol.